Here is C28H52HgN2O2Si2 as an isolated structure at a distorted geometry from OMol25. Energies are from ωB97M-V with the def2-TZVPD basis set.

Cartesian coordinates (Å):
1 O -1.204 2.003 -0.811
2 O -4.672 -1.808 -2.910
3 C -2.374 2.486 -0.083
4 C -2.317 4.008 -0.157
5 H -2.302 2.126 0.955
6 H -3.336 2.117 -0.505
7 H -1.405 4.384 0.343
8 H -3.174 4.495 0.323
9 H -2.311 4.342 -1.204
10 C -1.448 1.562 -2.157
11 C -2.820 1.815 -2.742
12 H -1.178 0.506 -2.200
13 H -0.690 2.062 -2.738
14 H -3.505 1.035 -2.378
15 H -2.781 1.754 -3.854
16 H -3.213 2.809 -2.490
17 C -3.369 -2.389 -3.056
18 C -5.193 -2.040 -1.600
19 C -2.846 -2.130 -4.468
20 H -3.510 -3.472 -2.927
21 H -2.605 -2.070 -2.303
22 H -3.642 -2.325 -5.191
23 H -2.005 -2.803 -4.648
24 H -2.507 -1.093 -4.573
25 C -6.697 -1.777 -1.630
26 H -4.724 -1.426 -0.788
27 H -5.017 -3.099 -1.351
28 H -6.917 -0.772 -2.004
29 H -7.090 -1.894 -0.616
30 H -7.165 -2.512 -2.294
31 H -1.084 -0.811 0.925
32 Hg 0.700 1.527 0.676
33 C -1.893 -1.521 0.713
34 Si -1.151 -2.127 2.360
35 H -2.835 -0.956 0.638
36 H -1.697 -2.043 -0.238
37 C -2.522 -1.622 3.517
38 C 0.449 -1.636 3.222
39 C -0.917 -3.854 1.723
40 C 1.932 2.583 -0.712
41 Si 2.622 1.557 -2.119
42 H 2.746 2.977 -0.075
43 H 1.329 3.444 -1.043
44 C 2.225 2.687 -3.569
45 C 1.922 -0.159 -2.471
46 C 4.464 1.353 -1.814
47 H -1.371 -3.944 0.724
48 H -1.464 -4.487 2.429
49 H 0.147 -4.111 1.649
50 H -2.416 -0.599 3.910
51 H -2.502 -2.334 4.350
52 H -3.476 -1.693 2.978
53 H 0.673 -0.572 3.344
54 H 1.358 -2.053 2.777
55 H 0.419 -2.034 4.250
56 H 1.436 -0.185 -3.459
57 H 1.184 -0.484 -1.726
58 H 2.729 -0.908 -2.486
59 H 4.987 1.073 -2.739
60 H 4.674 0.587 -1.052
61 H 4.878 2.305 -1.458
62 H 2.930 2.537 -4.397
63 H 2.309 3.724 -3.214
64 H 1.200 2.532 -3.932
65 C 5.825 -3.050 0.540
66 C 4.575 -2.956 -0.077
67 C 3.654 -2.027 0.328
68 C 3.985 -1.107 1.378
69 C 5.233 -1.222 2.000
70 C 6.146 -2.172 1.600
71 N 3.047 -0.114 1.717
72 N 3.447 0.703 2.623
73 C 2.519 1.582 3.205
74 C 2.978 2.270 4.373
75 C 2.124 3.141 5.051
76 C 0.818 3.327 4.586
77 C 0.374 2.662 3.432
78 C 1.225 1.849 2.704
79 H 6.551 -3.796 0.215
80 H 4.327 -3.649 -0.909
81 H 2.655 -1.926 -0.119
82 H 5.454 -0.509 2.819
83 H 7.116 -2.247 2.099
84 H 4.003 2.090 4.694
85 H 2.485 3.671 5.936
86 H 0.142 4.013 5.115
87 H -0.650 2.820 3.067

Force components x, y, z for each atom (eV/Å):
-2.03 -0.17 0.54
0.90 0.34 0.91
0.10 0.34 -0.27
0.01 0.35 0.30
0.08 0.05 -0.35
0.86 0.05 0.35
-0.33 -0.19 -0.32
0.06 -0.23 0.02
0.13 -0.12 0.28
0.77 -0.06 -0.18
-0.33 -0.31 -0.38
-0.27 -0.18 -0.01
0.27 0.34 -0.36
-0.10 0.36 -0.27
0.08 -0.09 0.79
0.11 -0.31 -0.15
-0.09 -0.36 -0.36
-0.40 0.00 0.00
-0.19 0.20 0.51
0.21 0.00 0.08
-0.80 0.15 -0.27
0.17 -0.01 0.02
-0.03 0.11 -0.13
-0.08 -0.20 -0.07
0.44 -0.22 -0.11
0.04 -0.24 -0.83
0.00 0.18 0.12
0.05 -0.15 0.13
-0.12 0.06 -0.16
-0.07 0.20 0.15
0.31 1.53 -1.52
1.24 0.16 0.43
0.48 1.06 0.00
-1.10 -0.55 -0.62
0.44 -0.15 0.39
0.19 0.17 0.66
-0.19 -0.42 0.31
0.56 0.39 -0.12
0.00 -0.72 0.39
0.20 -0.14 -0.49
-0.13 0.99 0.40
-0.32 -0.26 -0.18
0.21 -0.34 -0.11
0.41 -0.05 -0.37
-0.13 -0.31 -0.11
0.17 0.09 -0.16
0.17 -0.10 0.60
0.36 -0.59 -0.20
-0.28 -0.28 0.26
0.11 -0.36 -0.12
-0.31 0.27 0.20
0.17 -0.06 0.34
-0.35 0.00 -0.11
-0.20 -0.11 -0.16
-0.29 -0.09 -0.24
0.07 0.00 0.26
0.08 0.04 -0.10
-0.21 0.19 0.02
-0.02 -0.01 0.22
-0.09 0.15 -0.17
0.00 -0.20 -0.10
-0.26 0.11 -0.09
0.03 -0.26 -0.22
0.23 0.02 0.00
0.10 0.52 0.55
0.46 -1.13 -0.75
-0.74 1.88 1.29
0.79 -1.03 -1.21
-0.26 0.94 0.73
0.17 -0.89 -0.71
-0.29 1.77 1.99
-0.09 -1.99 -1.30
-0.57 1.24 0.35
-0.48 -0.52 -0.96
0.08 -0.18 -0.20
-0.18 0.05 0.03
0.05 0.72 0.64
-0.43 -1.05 0.46
-0.23 0.20 0.06
0.18 0.54 0.69
0.57 -0.14 0.09
-0.07 -0.62 -0.66
-0.36 0.02 -0.21
-0.23 0.04 0.02
-0.17 -0.17 -0.29
0.32 -0.36 -0.20
0.41 0.09 0.31

Calculated values
Highest occupied orbital energy, eV: -7.34
Gap between HOMO and LUMO, eV: 6.8
LUMO level, eV: -0.6

These are the Löwdin partial charges, in e, on atoms 1 to 4:
1 O -0.315
2 O -0.169
3 C -0.262
4 C -0.072

***

Here is C28H53Ge4N2ORh as an isolated structure from OMol25. Energies are from ωB97M-V with the def2-TZVPD basis set.

Cartesian coordinates (Å):
1 Rh 0.043 -1.006 0.802
2 N 1.939 0.520 4.321
3 C 1.327 0.828 3.178
4 N 0.735 2.022 3.050
5 O 1.323 -0.011 2.224
6 H 2.008 1.162 5.095
7 H 2.338 -0.397 4.427
8 H 0.787 2.728 3.767
9 H 0.407 2.303 2.141
10 C -4.390 3.304 -2.202
11 C -3.475 2.166 -1.770
12 C -4.218 1.138 -0.928
13 C -3.358 -0.074 -0.510
14 Ge -2.012 0.412 0.808
15 C -2.539 0.312 2.684
16 C -3.700 1.275 3.047
17 C -3.303 2.710 3.360
18 C -2.959 3.569 2.153
19 H -3.843 4.078 -2.738
20 H -4.863 3.775 -1.339
21 H -5.182 2.942 -2.857
22 H -2.618 2.574 -1.217
23 H -3.066 1.664 -2.654
24 H -5.059 0.745 -1.505
25 H -4.658 1.624 -0.054
26 H -2.907 -0.513 -1.401
27 H -3.976 -0.852 -0.053
28 H -1.114 1.605 0.412
29 H -1.689 0.467 3.349
30 H -2.885 -0.714 2.826
31 H -4.167 0.841 3.936
32 H -4.474 1.254 2.277
33 H -2.482 2.710 4.083
34 H -4.147 3.169 3.879
35 H -2.133 3.164 1.556
36 H -2.661 4.572 2.454
37 H -3.817 3.675 1.485
38 C -0.740 -5.386 2.069
39 Ge 0.461 -3.916 1.645
40 C 1.725 -3.404 3.023
41 C 1.277 -4.123 -0.103
42 C -1.096 -2.454 1.656
43 H -0.086 -6.259 2.143
44 H -1.462 -5.550 1.273
45 H -1.252 -5.246 3.018
46 H 2.555 -4.111 3.012
47 H 1.271 -3.430 4.013
48 H 2.119 -2.405 2.834
49 H 1.884 -5.031 -0.056
50 H 1.936 -3.303 -0.375
51 H 0.533 -4.251 -0.888
52 H -1.347 -2.336 2.710
53 H -1.951 -2.815 1.083
54 C 5.092 0.228 -2.420
55 Ge 4.254 -0.152 -0.721
56 C 4.311 1.199 0.671
57 C 4.471 -1.957 -0.056
58 Ge 1.452 0.013 -1.184
59 C 1.048 -1.490 -2.363
60 C 2.047 -2.107 -3.119
61 C 1.697 -3.040 -4.080
62 C 0.366 -3.401 -4.251
63 C -0.624 -2.827 -3.467
64 C -0.283 -1.890 -2.502
65 C 1.214 1.808 -1.858
66 C 2.200 2.785 -1.987
67 C 1.906 3.983 -2.616
68 C 0.625 4.221 -3.099
69 C -0.367 3.260 -2.957
70 C -0.081 2.059 -2.331
71 H 6.140 0.427 -2.169
72 H 4.694 1.107 -2.922
73 H 5.065 -0.626 -3.091
74 H 5.313 1.114 1.105
75 H 3.583 0.983 1.448
76 H 4.183 2.214 0.306
77 H 5.517 -2.015 0.265
78 H 4.317 -2.713 -0.823
79 H 3.846 -2.164 0.811
80 H 3.089 -1.837 -3.002
81 H 2.459 -3.489 -4.704
82 H 0.101 -4.137 -4.998
83 H -1.658 -3.109 -3.609
84 H -1.064 -1.444 -1.892
85 H 3.205 2.622 -1.620
86 H 2.674 4.734 -2.736
87 H 0.401 5.158 -3.590
88 H -1.361 3.447 -3.340
89 H -0.868 1.313 -2.244

Force components x, y, z for each atom (eV/Å):
0.20 -0.43 0.41
-0.04 0.06 0.04
0.01 -0.14 -0.13
0.01 0.04 0.01
0.13 0.02 0.23
0.01 -0.01 -0.01
0.01 -0.01 0.01
0.00 -0.01 0.00
-0.02 0.00 -0.01
0.00 0.02 0.02
-0.05 0.04 0.01
0.00 -0.10 0.04
-0.12 -0.05 -0.01
-0.64 0.37 0.03
-0.18 0.02 -0.03
0.00 -0.17 0.13
-0.05 0.03 0.06
0.03 0.01 -0.13
0.00 0.02 -0.04
0.01 0.00 0.00
-0.01 0.00 0.00
-0.09 -0.02 0.03
0.01 0.01 -0.03
0.00 0.02 0.03
0.00 0.00 0.03
0.09 0.02 0.03
0.03 0.04 0.02
0.19 -0.11 -0.03
0.06 0.04 -0.02
0.00 0.01 -0.02
0.01 0.03 -0.03
-0.04 0.01 -0.05
0.03 -0.02 -0.02
0.03 0.04 -0.01
0.02 -0.02 0.05
-0.02 0.02 0.00
-0.02 -0.02 0.00
0.01 0.02 0.03
-0.01 0.12 -0.08
0.02 0.01 0.03
0.01 -0.08 -0.02
0.05 0.02 -0.13
-0.03 -0.04 0.01
0.00 -0.01 -0.02
0.00 0.02 0.02
0.00 -0.01 0.01
-0.03 0.00 -0.01
0.01 -0.01 -0.03
-0.01 -0.02 -0.02
0.04 0.06 0.03
-0.03 -0.01 0.01
0.00 0.01 0.02
0.00 -0.01 0.00
0.00 0.02 0.02
0.02 0.02 0.06
0.07 -0.01 -0.05
0.00 -0.01 0.00
0.32 0.26 -0.57
0.07 -0.08 0.06
0.07 0.00 -0.09
0.11 0.01 0.06
-0.04 -0.04 -0.06
-0.07 0.03 0.10
-0.18 0.04 -0.01
-0.14 0.12 -0.06
0.13 -0.07 0.10
-0.02 0.05 0.00
-0.01 -0.01 -0.01
0.03 0.02 -0.01
0.00 -0.15 -0.01
0.00 0.02 -0.02
-0.04 0.01 0.03
-0.02 -0.01 0.01
0.00 0.02 0.01
-0.04 -0.04 0.03
0.00 -0.02 -0.02
0.00 -0.02 0.00
-0.02 0.02 -0.02
-0.03 0.03 0.00
0.00 0.02 0.00
0.03 0.01 0.02
-0.01 0.00 -0.01
-0.02 0.00 0.02
0.05 -0.02 -0.05
-0.02 -0.02 -0.01
0.02 -0.01 0.02
0.00 0.01 0.00
-0.01 -0.02 0.00
0.10 0.03 0.00

Calculated values
Highest occupied orbital energy (spin up / spin down), eV: -16.37 / -16.95
Gap between HOMO and LUMO (spin up / spin down), eV: 7.5 / 5.5
Charge: +3
Multiplicity: 6
LUMO level (spin up / spin down), eV: -8.9 / -11.5

These are the Löwdin partial charges, in e, on atoms 1 to 4:
1 Rh 0.737
2 N 0.230
3 C -0.616
4 N 0.221